ORCA calculation (ωB97M-V with the def2-TZVPD basis set) on a 11-piece molecular cluster, C4H33N2O12 overall at a distorted geometry.

Geometry as XYZ:
```
51
Properties=species:S:1:pos:R:3:nbo_charge:R:1
N -1.483 0.867 0.418 -0.73
C -0.031 1.156 0.120 -0.34
C 0.800 -0.103 0.018 0.74
N 2.315 0.390 0.689 -0.45
C 2.920 1.490 -0.093 -0.44
C 3.212 -0.791 0.598 -0.44
O 1.134 -0.531 -1.145 -0.85
H -1.854 0.014 -0.009 0.46
H -2.001 1.708 0.127 0.47
H -1.506 0.768 1.450 0.47
H 0.253 1.948 0.823 0.25
H 0.003 1.757 -0.795 0.25
H 2.233 2.320 -0.310 0.22
H 3.783 1.997 0.341 0.23
H 3.178 1.016 -1.036 0.23
H 2.598 -1.678 0.752 0.25
H 3.532 -0.972 -0.437 0.24
H 4.138 -0.617 1.141 0.23
H -1.745 3.295 -1.528 0.51
H -2.280 4.355 -0.553 0.50
O -2.043 3.412 -0.594 -1.01
H -0.439 -1.093 -1.718 0.49
H -1.639 -0.669 -2.552 0.48
O -1.430 -1.225 -1.794 -1.01
H -1.395 -3.158 -0.194 0.50
H -0.205 -4.273 0.179 0.52
O -0.780 -3.545 0.430 -0.99
H 0.071 -1.862 0.369 0.53
H 0.695 -0.965 3.067 0.51
O 0.376 -1.111 0.917 -0.82
H 0.602 -4.285 -2.564 0.47
H 0.606 -2.784 -2.817 0.48
O 1.000 -3.471 -2.252 -0.94
H 0.004 3.662 -3.408 0.49
H -0.656 2.316 -3.421 0.51
O -0.758 3.192 -2.998 -0.99
H 2.148 0.723 1.635 0.44
H 1.584 -0.223 4.085 0.50
O 1.223 -0.185 3.199 -0.97
H -0.109 0.900 3.106 0.49
H -1.554 1.092 3.621 0.49
O -0.875 1.521 3.086 -0.98
H -1.397 -1.529 2.240 0.48
H -2.814 -1.438 2.768 0.49
O -1.928 -1.146 2.936 -0.97
H -4.773 -1.340 0.541 0.49
H -3.567 -2.086 0.487 0.47
O -3.806 -1.148 0.551 -0.95
H 0.398 0.404 -2.655 0.49
H 1.603 0.994 -3.369 0.49
O 0.657 0.930 -3.446 -0.98
```

Calculated values
**E_HOMO**: -13.02 eV
**Net charge**: +1
**Calculated total energy**: -1184.3877 Ha
**Frontier orbital gap**: 10.6025 eV

=====

ORCA calculation (ωB97M-V with the def2-TZVPD basis set) on a 13-piece molecular cluster, C4H33N2O14 overall at a distorted geometry.

Geometry as XYZ:
```
53
Properties=species:S:1:pos:R:3:nbo_charge:R:1
C -0.239 -0.157 1.574 -0.24
N -0.829 -1.482 1.394 -0.61
C -1.851 -1.860 0.587 0.52
O -2.198 -3.028 0.399 -0.67
C 1.138 0.153 1.080 -0.23
N 1.285 -0.078 -0.342 -0.70
C 0.493 0.849 -1.311 0.05
O 0.879 2.178 -1.156 -0.82
H -0.353 0.111 2.598 0.22
H -0.863 0.629 1.105 0.22
H -0.260 -2.189 1.885 0.41
H -2.439 -1.096 0.007 0.14
H 1.934 -0.355 1.677 0.16
H 1.155 1.237 1.302 0.17
H 2.238 0.207 -0.667 0.38
H -0.485 0.493 -1.095 0.19
H 1.055 0.569 -2.238 0.16
H -0.143 -2.992 -1.084 0.53
H 0.223 -3.888 -2.443 0.49
O 0.451 -3.585 -1.559 -1.00
H -2.220 2.338 3.119 0.48
H -3.297 1.160 3.285 0.49
O -2.541 1.595 3.674 -0.97
H 1.779 3.371 0.410 0.46
H 0.567 3.752 1.228 0.50
O 1.415 4.200 0.827 -0.98
H -2.568 0.862 -1.868 0.50
H -2.287 1.874 -3.010 0.47
O -2.630 1.021 -2.830 -0.98
H -3.770 -1.870 2.458 0.47
H -3.358 -0.764 1.624 0.47
O -3.257 -1.057 2.540 -0.93
H 2.178 -3.421 2.532 0.51
H 2.060 -3.847 0.847 0.53
O 1.831 -3.776 1.739 -1.03
H 2.639 -1.881 -2.394 0.47
H 2.020 -3.215 -2.368 0.49
O 2.643 -2.687 -2.962 -0.98
H -1.984 2.547 -0.080 0.49
H -3.342 2.485 -0.637 0.44
O -2.973 1.952 0.078 -1.10
H 0.227 2.598 -0.517 0.50
H -0.728 3.921 -0.691 0.45
O -0.928 3.373 0.027 -1.14
H -0.888 -0.817 -2.749 0.49
H -2.340 -1.350 -2.609 0.48
O -1.488 -1.427 -2.231 -0.96
H 3.602 2.081 -0.416 0.49
H 3.037 2.091 -1.953 0.50
O 3.556 1.647 -1.307 -0.98
H 3.355 -1.257 1.285 0.50
H 4.333 -0.287 0.289 0.50
O 4.166 -0.929 0.946 -1.00
```

Calculated values
**E_HOMO**: -6.37 eV
**Net charge**: -1
**Calculated total energy**: -1335.0321 Ha
**Frontier orbital gap**: 8.9394 eV

=====

ORCA calculation (ωB97M-V with the def2-TZVPD basis set) on a 12-piece molecular cluster, C4H33N3O12 overall at a distorted geometry.

Geometry as XYZ:
```
52
Properties=species:S:1:pos:R:3:nbo_charge:R:1
N -0.687 -1.933 -2.833 -0.87
C 0.578 -1.380 -2.412 -0.23
C 0.615 -1.174 -0.839 -0.46
C 0.256 0.189 -0.396 -0.18
N 0.997 1.288 -0.880 -0.88
C 0.175 0.272 1.154 0.73
N -0.925 -0.290 1.826 -0.76
O 1.023 0.769 1.847 -0.71
H -0.709 -2.123 -3.801 0.37
H -0.903 -2.896 -2.386 0.38
H 0.844 -0.499 -3.050 0.19
H 1.486 -2.112 -2.667 0.18
H 1.635 -1.310 -0.369 0.23
H 0.117 -2.046 -0.292 0.28
H -0.716 0.368 -0.871 0.21
H 2.003 0.925 -1.193 0.36
H 1.224 1.891 -0.112 0.41
H -0.892 -0.478 2.829 0.40
H -1.661 -0.637 1.386 0.38
O -2.740 -1.243 -0.859 -1.02
H -2.055 -1.292 -1.577 0.50
H -2.912 -0.301 -0.876 0.50
O 2.447 -3.516 0.965 -0.93
H 2.974 -3.010 1.425 0.45
H 1.622 -3.438 1.326 0.47
O -0.527 -3.049 1.554 -0.97
H -1.465 -3.163 1.274 0.50
H -0.603 -3.497 2.277 0.45
O 4.404 1.713 0.677 -0.91
H 3.788 1.552 0.212 0.44
H 4.474 1.548 1.503 0.47
O -3.245 -2.739 1.321 -0.98
H -3.395 -2.031 0.623 0.51
H -3.980 -3.305 1.025 0.48
O 1.626 3.380 1.380 -0.98
H 2.253 3.879 1.830 0.49
H 1.143 2.800 2.010 0.51
O -1.253 1.499 -3.096 -0.95
H -0.512 1.921 -2.662 0.49
H -0.897 0.738 -3.456 0.47
O -2.069 2.291 1.404 -0.96
H -1.604 3.008 0.970 0.48
H -2.895 2.343 1.176 0.45
O -0.657 3.796 -0.090 -0.97
H -0.200 3.264 -0.891 0.49
H 0.116 4.032 0.370 0.50
O -3.134 1.750 -1.090 -0.98
H -2.409 2.222 -0.708 0.48
H -2.786 1.462 -1.950 0.49
O 3.530 -0.373 2.146 -1.00
H 3.832 -0.970 2.807 0.48
H 2.667 -0.092 2.041 0.50
```

Calculated values
**E_HOMO**: -9.72 eV
**Calculated total energy**: -1239.2128 Ha
**Structure (SMILES)**: NCC[C@H](N)C(N)=O.O.O.O.O.O.O.O.O.O.O.O
**Frontier orbital gap**: 10.0479 eV

=====

ORCA calculation (ωB97M-V with the def2-TZVPD basis set) on a 14-piece molecular cluster, C4H33NO16 overall at a distorted geometry.

Geometry as XYZ:
```
54
Properties=species:S:1:pos:R:3:nbo_charge:R:1
O -0.607 1.009 -1.869 -0.63
C 0.267 0.461 -1.243 0.76
N 1.449 1.046 -0.918 -0.67
C 2.551 0.375 -0.381 0.52
O 3.587 1.050 -0.073 -0.61
C -0.075 -1.032 -0.870 -0.58
C -1.406 -1.084 -0.265 -0.08
O -1.554 -2.101 0.684 -0.80
H 1.586 1.968 -1.346 0.46
H 2.619 -0.697 -0.435 0.20
H 0.654 -1.499 -0.125 0.25
H 0.136 -1.692 -1.774 0.27
H -1.713 -0.074 0.241 0.18
H -2.262 -1.309 -0.905 0.21
H -2.459 -2.247 1.125 0.53
H -1.544 1.557 3.208 0.47
H -0.893 2.856 3.106 0.50
O -1.697 2.482 3.398 -0.96
H 1.738 -2.477 -2.482 0.51
H 3.333 -1.974 -2.770 0.49
O 2.412 -1.744 -2.455 -1.03
H 2.288 4.221 0.771 0.48
H 2.825 2.834 0.836 0.49
O 2.548 3.558 1.403 -0.97
H -0.213 2.696 1.221 0.50
H 0.733 3.805 1.953 0.51
O -0.206 3.592 1.708 -1.00
H -3.376 -0.712 2.563 0.47
H -3.065 0.219 1.432 0.49
O -3.150 -0.655 1.626 -0.98
H 1.116 -1.868 2.867 0.50
H -0.099 -1.967 1.801 0.53
O 0.869 -1.754 1.959 -1.00
H 3.418 -2.464 0.767 0.47
H 2.015 -3.018 1.105 0.49
O 2.796 -3.199 0.610 -0.96
H 0.696 -0.116 1.737 0.50
H 1.460 1.302 1.638 0.48
O 0.594 0.877 1.826 -1.02
H 0.156 3.708 -0.469 0.50
H 1.119 4.880 -0.800 0.48
O 1.066 3.908 -0.785 -0.98
H -1.731 -2.370 -2.396 0.49
H -1.421 -2.269 -3.897 0.49
O -1.551 -2.951 -3.203 -0.98
H 0.347 -4.339 -2.454 0.51
H 1.447 -4.205 -1.375 0.49
O 1.270 -4.072 -2.254 -0.95
H -4.292 1.710 1.596 0.48
H -2.916 2.535 2.076 0.53
O -3.340 1.801 1.498 -1.01
H -3.256 -0.314 -3.411 0.48
H -1.841 0.267 -2.800 0.52
O -2.430 -0.516 -3.000 -1.02
```

Calculated values
**E_HOMO**: -10.02 eV
**Calculated total energy**: -1430.7545 Ha
**Frontier orbital gap**: 10.0997 eV